Molecular formula: C32H59ClF4N5O8P2S3Si
Method: DFT, the ωB97M-V functional and the def2-TZVPD basis

Element x y z (Å)
C 3.437370 -5.097385 -2.209895
C 3.331888 -3.726947 -1.257023
P 1.505400 -3.773800 -0.564410
C 1.452208 -4.910311 1.024579
N 0.951244 -2.087770 -0.159815
C 0.087283 -1.533538 -1.267405
C 0.585361 -0.049845 -1.847151
C -0.707900 0.933191 -2.241519
C -0.260850 1.997787 -3.431487
C 1.206370 2.687578 -3.202345
C 1.204159 4.347264 -3.402075
O 2.500308 4.970337 -3.088651
C 3.345971 5.064858 -4.313654
C 1.244972 -1.356353 0.966890
N 0.741875 -0.008352 1.358192
C -0.722730 0.241002 1.382495
C -1.598295 -0.746396 2.411730
C -3.194227 -0.593589 1.980615
F -3.441790 -1.369561 0.714814
F -3.986357 -1.275015 3.036054
F -3.507998 0.857293 1.838514
C 1.528055 0.692570 2.419037
Cl 0.525725 1.550428 3.776890
C 2.326816 1.975753 1.697103
O 2.088816 2.403868 0.454321
N 3.365609 2.802744 2.485321
C 2.751930 4.171376 2.840600
O 2.818057 5.253922 2.054390
F 2.067125 4.351042 4.163263
O 2.479219 -0.042897 3.221359
C 2.301805 -1.481001 3.276671
P 0.887797 -2.157087 4.342820
C 0.517469 -1.139647 5.905321
C 1.022736 -4.022718 4.718663
Si 3.936632 -2.132800 4.165133
C 5.481213 -0.977876 3.784245
C 3.772507 -2.025529 6.121520
C 4.292958 -4.002812 3.805207
N 2.268566 -1.995403 1.877682
N 3.552526 -1.969878 1.405061
C 3.850551 -0.947357 0.555703
S 4.186949 0.131215 -0.737035
H 3.728370 -6.029625 -1.539472
H 2.356788 -5.360130 -2.642631
H 4.141475 -4.956836 -3.133692
H 3.550326 -2.754216 -1.873981
H 4.050446 -3.911679 -0.352768
H 0.767701 -5.830987 0.708573
H 2.516476 -5.306740 1.300244
H 0.917512 -4.295823 1.866747
H -1.082337 -1.555466 -1.026595
H 0.150260 -2.210407 -2.252639
H 1.153348 -0.206835 -2.886648
H 1.358822 0.483911 -1.150611
H -1.057610 1.517823 -1.287119
H -1.532034 0.221883 -2.695054
H -0.259784 1.445952 -4.476050
H -1.059983 2.878360 -3.494564
H 2.057331 2.280791 -3.924754
H 1.624674 2.521642 -2.108104
H 0.923537 4.641252 -4.509794
H 0.395284 4.787180 -2.662294
H 2.810466 5.817240 -5.070259
H 4.420106 5.441137 -4.040761
H 3.487818 3.986145 -4.805170
H -0.997756 1.395947 1.542202
H -1.307212 0.076390 0.351747
H -1.274694 -1.856958 2.161021
H -1.438738 -0.485740 3.541260
H 3.529506 2.365675 3.427357
H 1.199136 -0.187954 5.923517
H 0.858329 -1.804468 6.835660
H -0.624331 -0.908079 6.098473
H 1.582141 -4.659938 3.910976
H 1.426472 -4.227676 5.823734
H -0.096608 -4.437658 4.738461
H 6.301999 -1.042679 4.634978
H 5.130689 0.127312 3.615331
H 5.934669 -1.344768 2.750026
H 3.376014 -0.927574 6.347787
H 4.864540 -2.055972 6.604219
H 3.064283 -2.855690 6.560305
H 5.431850 -4.156897 3.517737
H 3.566160 -4.454704 3.008319
H 4.126224 -4.636559 4.797634
C -7.244210 -1.834256 2.451015
C -8.112839 -1.324579 1.301966
C -9.325205 -2.248480 1.198786
S -9.598670 -2.899165 2.839970
O -9.355690 -4.326232 2.816072
O -10.815436 -2.328599 3.382545
C -8.200413 -2.101128 3.603925
H -6.472219 -1.110596 2.728459
H -6.745856 -2.764536 2.153248
H -8.445363 -0.302761 1.521628
H -7.558663 -1.293574 0.358659
H -10.216083 -1.707841 0.869295
H -9.130998 -3.090281 0.528470
H -7.775546 -2.747748 4.373569
H -8.551321 -1.165360 4.049176
C -0.083981 4.910352 -8.881134
C -1.190953 5.962937 -8.916877
C -2.141828 5.668035 -7.758024
S -1.162474 4.859677 -6.501409
O -1.637123 3.500166 -6.351178
O -1.002395 5.754452 -5.372602
C 0.359307 4.827187 -7.428093
H 0.748091 5.173485 -9.540715
H -0.483163 3.942781 -9.208087
H -0.750988 6.959389 -8.788622
H -1.721924 5.959476 -9.873932
H -2.573270 6.584867 -7.348395
H -2.939251 4.983057 -8.059009
H 0.916257 3.916754 -7.200274
H 0.943227 5.707580 -7.143504

Force components x, y, z for each atom (eV/Å):
C -1.27 -0.25 0.12
C 0.61 -1.13 0.35
P 0.26 -1.75 -0.68
C -0.24 -0.06 -0.12
N 0.14 2.67 2.48
C -1.08 1.12 -2.74
C -0.10 0.42 -0.89
C 1.10 -0.27 -0.44
C -0.04 0.40 -0.15
C 1.22 0.88 0.34
C -0.68 -0.43 -0.20
O -0.12 -0.89 -1.97
C -0.24 -0.32 -0.28
C 0.32 -0.08 0.23
N 0.49 -3.26 0.64
C -3.88 0.78 -0.86
C -0.20 0.27 -1.23
C 0.82 -0.96 0.66
F 0.36 2.98 3.81
F 1.92 2.67 -3.56
F 0.19 -5.00 0.25
C 1.29 1.19 0.95
Cl 0.30 -0.48 -1.61
C -0.27 3.52 -5.73
O 1.00 -3.37 8.20
N -3.72 0.52 1.81
C -0.03 6.81 -4.01
O -0.54 -8.42 5.95
F 2.34 -1.32 -3.79
O -1.41 0.21 -1.89
C 1.47 -0.53 0.60
P -2.79 -0.02 -1.02
C 1.16 -0.40 2.07
C -0.35 -1.29 1.36
Si 2.08 -0.22 1.37
C 0.42 0.10 -1.01
C -0.05 1.06 0.35
C 0.17 -1.37 0.25
N -3.58 1.73 0.25
N 3.09 5.02 -5.20
C -0.13 -1.25 -0.74
S -1.00 -3.82 4.67
H -0.33 2.07 -1.53
H 2.31 0.65 0.82
H -1.18 -0.26 2.05
H -0.46 -1.86 1.39
H -1.07 0.87 -1.84
H 1.50 2.09 0.66
H -2.03 0.90 -0.27
H 1.19 -1.37 -1.47
H 2.66 0.13 0.00
H 0.15 1.00 2.74
H -1.15 0.03 2.36
H -1.75 -1.01 -1.16
H 0.46 -1.19 -1.92
H 1.38 1.59 1.15
H -0.13 1.11 2.19
H 1.61 -2.03 0.10
H -1.96 0.57 1.39
H -1.00 0.30 -2.13
H 0.34 -0.69 2.33
H 1.73 -0.74 -1.56
H 1.30 -1.68 1.49
H -2.29 -0.55 -0.27
H -0.45 2.31 0.89
H 1.17 -2.70 0.03
H 2.14 0.07 1.88
H -0.89 2.30 0.82
H -0.54 -0.61 -2.32
H -0.24 0.16 -1.07
H -1.58 -1.73 0.00
H -0.67 1.49 -1.89
H 2.40 -0.38 -0.94
H -0.90 1.46 1.71
H -0.53 0.31 -2.53
H 2.38 1.15 -0.17
H -1.77 0.20 -1.85
H 0.81 -1.99 0.46
H -0.69 0.84 2.22
H 0.64 -2.37 -0.10
H -2.45 -0.21 -1.10
H 1.50 1.82 -0.63
H -2.46 0.31 0.32
H 1.67 0.78 1.29
H 0.30 1.41 -2.04
C 0.25 -0.01 -0.07
C 0.13 0.31 -0.15
C 0.00 0.22 -0.70
S -0.54 -0.04 0.37
O -0.24 0.44 0.08
O 0.44 -0.55 -0.20
C 0.48 0.22 0.27
H -0.14 -0.14 -0.03
H -0.04 0.10 0.09
H 0.05 -0.15 -0.02
H -0.11 0.01 0.13
H 0.04 -0.26 0.14
H -0.10 0.04 0.21
H -0.24 0.00 -0.06
H -0.04 -0.17 -0.05
C 0.01 -0.15 -0.27
C 0.07 0.27 -0.27
C -0.49 0.32 -0.39
S 0.00 0.28 0.17
O 0.13 0.31 0.29
O -0.26 -0.57 -0.16
C 0.50 -0.08 -0.26
H -0.12 -0.07 0.11
H 0.10 0.10 0.06
H -0.06 -0.15 -0.02
H 0.07 0.03 0.18
H 0.03 -0.28 0.11
H 0.15 0.03 0.18
H -0.13 0.09 0.15
H -0.11 -0.11 0.04

Properties
orbital gap = 6.269 eV
HOMO = -10.69 eV
charge = +1

***

Molecular formula: C32H60Br12O14S7
Method: DFT, the ωB97M-V functional and the def2-TZVPD basis

Element x y z (Å)
C -3.371197 -2.945584 -2.804089
Br -3.321147 -1.152036 -3.622594
Br -4.485530 -2.918257 -1.210243
Br -1.463451 -3.266615 -2.419104
H -3.713897 -3.672654 -3.526164
C 0.682437 -1.506348 -4.962873
Br 1.435501 -3.186712 -4.329626
Br -0.452461 -1.763983 -6.529033
Br 2.081212 -0.218892 -5.287826
H 0.058471 -1.145093 -4.153882
C -3.349405 5.056007 -0.370217
Br -2.239153 6.408353 -1.247976
Br -3.649112 3.566384 -1.594915
Br -5.026563 5.934793 0.036990
H -2.875068 4.623856 0.500791
C 0.061953 2.242702 3.408071
Br 0.968823 3.076082 4.889510
Br -0.541482 3.509153 2.088760
Br -1.417283 1.073364 4.020320
H 0.722088 1.485602 3.004005
C 0.121900 -0.438429 0.487891
C -1.294376 0.138151 0.618284
C -1.739832 0.389761 -0.796785
S -0.319545 1.260608 -1.513489
O -0.351036 2.697390 -1.231956
O -0.020722 0.820638 -2.860864
C 0.910230 0.531488 -0.391847
H 0.100914 -1.448764 0.080360
H 0.584430 -0.459384 1.476072
H -1.312790 0.999255 1.280641
H -1.898503 -0.605920 1.144874
H -2.651307 0.862346 -1.157222
H -1.799143 -0.602989 -1.255753
H 1.644162 1.219298 0.028510
H 1.607798 -0.043112 -1.012485
C 1.033851 3.491521 -6.277451
C 0.977018 3.773854 -4.765722
C -0.530703 4.138892 -4.501733
S -1.543111 3.131030 -5.652187
O -2.451354 3.985023 -6.379098
O -1.965911 1.915511 -5.006782
C -0.118920 2.649101 -6.698798
H 2.002720 3.016031 -6.472631
H 1.115878 4.342601 -6.958962
H 1.494370 4.689288 -4.477273
H 1.325070 3.004782 -4.080386
H -0.666650 5.148666 -4.888669
H -1.007542 4.018594 -3.531161
H -0.403346 2.588561 -7.746298
H -0.065177 1.619847 -6.343639
C -5.917293 -0.696150 1.400376
C -5.655611 0.229233 0.184822
C -6.126787 1.630297 0.599894
S -5.322941 1.810536 2.201981
O -6.243812 2.549612 3.069928
O -3.928849 2.189099 2.005442
C -5.476219 0.007860 2.679576
H -5.492809 -1.700311 1.441170
H -7.005569 -0.797092 1.427683
H -6.214549 -0.168108 -0.660327
H -4.582460 0.203918 -0.016808
H -7.163550 1.563600 0.930707
H -5.880677 2.457849 -0.055438
H -6.271258 0.061761 3.417893
H -4.511377 -0.243236 3.113501
C 3.633856 -2.634401 -1.496979
C 5.075380 -2.415766 -1.073302
C 5.954413 -3.646468 -1.235349
S 4.839355 -4.972062 -1.784668
O 5.117170 -6.165129 -0.997076
O 4.910846 -4.991507 -3.237139
C 3.316779 -4.097526 -1.188863
H 3.527860 -2.437673 -2.562935
H 3.019802 -1.922193 -0.946624
H 5.041725 -2.138379 -0.011687
H 5.468987 -1.466382 -1.446686
H 6.250567 -3.961596 -0.233248
H 6.886146 -3.555770 -1.784890
H 3.316866 -4.318869 -0.117966
H 2.394247 -4.550004 -1.547368
C 3.171533 4.105232 0.188688
C 3.065764 3.806865 1.688163
C 4.403955 4.123767 2.340789
S 5.188213 5.444317 1.360853
O 6.584797 5.089029 1.069718
O 4.911213 6.701465 2.028556
C 4.125812 5.265693 -0.128636
H 2.231183 4.240259 -0.350170
H 3.516663 3.178483 -0.285278
H 2.632687 2.838251 1.923202
H 2.380049 4.532567 2.141463
H 4.982549 3.202091 2.445657
H 4.436112 4.518315 3.356768
H 4.835538 5.030846 -0.918749
H 3.664748 6.229825 -0.322892
C 2.954241 -3.283490 4.715982
C 1.488747 -3.442817 4.255339
C 1.044436 -2.092611 3.647852
S 2.593628 -1.304054 2.967251
O 2.772299 -0.041881 3.649036
O 2.477525 -1.444817 1.522868
C 3.744216 -2.524173 3.619656
H 3.471044 -4.228094 4.864263
H 2.920391 -2.676307 5.617547
H 1.028500 -3.621079 5.227521
H 1.278223 -4.256691 3.567795
H 0.532756 -1.461299 4.375708
H 0.299088 -2.189027 2.858854
H 4.616709 -1.985057 3.984244
H 4.032399 -3.123152 2.757332
C -3.706740 -4.685231 1.950509
C -2.355157 -4.359803 1.239855
C -1.682366 -3.221894 2.010223
S -2.255094 -3.186975 3.744624
O -2.792357 -1.874371 3.988890
O -1.288077 -3.854753 4.589005
C -3.785674 -4.194005 3.378900
H -3.954844 -5.737409 1.814723
H -4.463513 -4.182726 1.340568
H -2.181735 -4.101448 0.195788
H -1.794378 -5.299420 1.293615
H -1.851300 -2.226618 1.592385
H -0.588545 -3.227491 2.045796
H -4.581854 -3.454378 3.363187
H -3.946731 -4.884836 4.201581

Force components x, y, z for each atom (eV/Å):
C 0.95 1.49 0.25
Br -0.54 -0.59 -0.08
Br 0.29 -0.17 -0.61
Br -0.76 -0.49 0.10
H -0.08 -0.05 0.12
C -0.08 -0.25 -0.10
Br 0.01 0.19 -0.38
Br 0.38 0.08 0.50
Br -0.18 -0.18 0.02
H -0.01 0.23 -0.12
C -0.32 0.32 -1.07
Br 0.11 -0.59 0.41
Br 0.00 0.29 0.13
Br 0.19 -0.45 0.32
H -0.03 0.29 0.15
C -0.69 -0.62 0.54
Br -0.15 -0.07 -0.25
Br 0.26 -0.23 0.22
Br 0.47 0.47 0.07
H 0.32 0.46 -0.33
C -0.08 1.37 1.08
C -0.36 -0.31 0.76
C 0.21 -0.52 -0.96
S 1.31 0.88 0.43
O -0.43 -1.19 -0.39
O -0.44 0.07 0.22
C 0.77 -1.35 -1.12
H 0.08 0.01 -0.11
H -0.32 -0.17 -0.33
H 0.01 0.23 -0.34
H -0.35 0.37 -0.35
H -0.01 0.54 0.80
H 0.42 0.15 -0.35
H -0.92 0.57 0.65
H -0.43 -0.07 -0.38
C 1.85 -0.16 -0.35
C -1.97 1.24 0.53
C -0.15 -0.38 -0.92
S 1.83 0.69 -0.48
O -0.28 -0.22 0.26
O -0.78 -0.09 0.27
C -1.33 -1.23 0.68
H -0.23 -0.44 -0.07
H -0.36 0.57 0.67
H 0.39 -0.10 -0.28
H -0.07 -0.48 -0.47
H -0.24 0.08 0.22
H 0.50 -0.01 0.24
H 0.08 0.50 -0.03
H 0.57 -0.11 -0.11
C -0.51 0.42 0.49
C 0.33 -0.64 0.18
C 0.44 -1.21 0.89
S -0.88 0.00 0.52
O 1.37 -0.27 -0.63
O -0.83 -0.12 0.26
C -0.01 1.91 -0.27
H 0.13 0.03 -0.77
H 0.03 -0.27 0.21
H 0.19 0.19 -0.22
H -0.05 0.27 -0.35
H -0.23 0.36 -0.54
H -0.10 0.02 -0.02
H 0.22 -0.25 0.25
H -0.03 -0.36 -0.08
C -0.12 -0.27 -0.42
C 0.34 1.51 1.11
C -0.32 -0.30 1.12
S 0.84 0.27 -0.15
O -0.59 0.69 -0.71
O -0.58 -0.25 0.84
C 0.68 -0.40 0.25
H -0.14 -0.11 -0.01
H -0.25 -0.25 -0.03
H -0.03 -0.48 0.12
H 0.14 -0.40 -0.76
H 0.06 -0.18 -0.08
H -0.37 -0.10 -0.64
H 0.18 0.24 0.09
H 0.18 0.12 -0.61
C 0.05 -0.94 -1.02
C -0.84 2.20 0.73
C 0.68 -0.89 0.26
S 1.14 -0.61 0.13
O -1.71 0.41 0.10
O -0.02 -0.50 -0.44
C 0.72 -0.35 0.73
H -0.31 0.28 0.59
H 0.53 0.18 -0.04
H 0.41 -0.23 -0.10
H -0.27 -0.12 -0.22
H 0.57 0.30 -0.69
H -0.71 0.20 -0.06
H -0.12 0.01 -0.12
H -0.15 -0.02 0.17
C 0.50 0.42 -1.67
C 0.45 0.69 0.83
C 0.29 -0.19 0.31
S -1.96 -1.29 0.87
O 0.23 0.19 -0.74
O 1.12 0.43 0.44
C -0.17 0.30 0.10
H -0.20 -0.07 0.41
H 0.33 -0.12 0.14
H -0.81 -0.18 -0.60
H 0.26 -0.19 0.06
H 0.60 0.29 0.19
H 0.80 0.15 -0.02
H -0.02 0.02 0.05
H -0.08 -0.26 0.12
C -0.35 -0.02 -2.19
C 1.45 -0.66 1.48
C 0.91 0.26 0.38
S -1.37 -1.14 -2.09
O 0.60 0.58 0.82
O -0.82 0.45 -0.08
C 0.61 0.82 0.26
H 0.26 -0.07 0.28
H -0.24 0.09 0.38
H -1.45 0.00 -0.20
H 0.48 0.28 0.44
H -0.70 -0.36 0.12
H -0.34 -0.87 -0.17
H 0.11 0.14 0.67
H 0.10 -0.35 -0.27

Properties
energy relative to the best compared isomer or geometry (same formula, charge and spin) = 0.000 eV
orbital gap = 9.058 eV
HOMO = -9.92 eV
charge = 0